Here is a structure of composition C35H25N6O8V from the OMol25 dataset. Energies are from wB97M-V/def2-TZVPD.

Values from the calculation:
- DFT total energy: -87715.4696 eV
- 2S+1: 3
- ⟨S²⟩: 2.0141
- Energy above the lowest of the compared OMol25 structures with the same formula, charge and spin: 0.0 kcal per mole
- Orbital gap (alpha / beta): 7.52 / 7.24 eV
- E_LUMO (alpha / beta): -0.0217 / -0.0315 Eh

```
75
Properties=species:S:1:pos:R:3:forces:R:3
V -0.0128 -0.2150 1.6240 -0.0861 -0.2204 -0.1270
O -3.3609 -2.8088 5.0795 0.0208 0.0012 0.0002
C -3.9232 -1.6048 4.9013 0.0060 0.0198 0.0140
C -5.1945 -1.4070 5.4457 0.0032 -0.0069 0.0004
C -5.8343 -0.1943 5.3074 -0.0061 0.0022 -0.0007
C -5.2280 0.8586 4.6226 0.0006 0.0036 -0.0006
C -3.9750 0.6698 4.0823 -0.0008 -0.0106 -0.0042
C -3.3025 -0.5499 4.2080 -0.0056 0.0075 0.0009
C -1.9741 -0.6834 3.5921 -0.0086 -0.0167 0.0057
O -1.4614 0.3118 2.9724 0.0737 0.0388 -0.0663
N -1.3344 -1.8405 3.7247 -0.0191 -0.0031 0.0263
N -0.1475 -1.7382 3.0842 0.0186 0.0342 -0.0502
C 0.8082 -2.5545 3.2899 -0.0087 0.0069 0.0011
C 2.0786 -2.1350 2.7041 0.0025 -0.0099 -0.0048
C 3.2508 -2.8698 2.7824 -0.0033 0.0023 0.0023
C 4.4058 -2.3288 2.2479 0.0065 0.0054 -0.0034
C 4.3584 -1.0726 1.6612 -0.0021 -0.0034 0.0082
C 3.1449 -0.4107 1.6116 0.0158 -0.0034 0.0063
N 2.0318 -0.9252 2.1249 -0.0797 0.0256 -0.0003
H -2.4772 -2.7980 4.6435 -0.0158 -0.0055 -0.0195
H -5.6544 -2.2324 5.9722 -0.0006 0.0001 0.0010
H -6.8201 -0.0632 5.7359 -0.0010 0.0000 0.0004
H -5.7348 1.8077 4.5149 -0.0005 0.0012 0.0001
H -3.4768 1.4635 3.5422 -0.0015 0.0005 0.0000
H 0.7099 -3.4232 3.9316 -0.0015 0.0003 -0.0007
H 3.2435 -3.8478 3.2427 -0.0029 -0.0006 0.0018
H 5.3352 -2.8814 2.2853 0.0000 -0.0003 -0.0004
H 5.2395 -0.6154 1.2346 0.0016 0.0008 -0.0004
H 3.0431 0.5555 1.1335 0.0036 0.0022 0.0004
O 0.8352 3.9112 1.3744 0.0075 -0.0078 -0.0259
C 0.3862 2.6761 1.3116 0.0055 0.0023 0.0537
O 0.8695 1.7588 1.9650 0.0276 0.0548 -0.0005
C -0.7791 2.4449 0.4283 0.0016 -0.0030 -0.0165
C -1.4454 3.3526 -0.3650 0.0001 -0.0065 0.0072
C -2.4767 2.8596 -1.1633 -0.0008 -0.0071 0.0037
C -2.7976 1.5121 -1.1376 0.0056 -0.0001 0.0019
C -2.0723 0.6760 -0.2988 -0.0143 -0.0104 -0.0140
N -1.1027 1.1604 0.4496 0.0024 -0.0380 0.0513
C -2.2431 -0.8318 -0.1501 -0.0360 0.0020 -0.0024
O -3.0617 -1.4053 -0.8392 0.0074 0.0109 0.0047
O -1.4487 -1.3350 0.7313 0.0869 0.0469 0.0647
H 1.6010 3.9282 1.9693 -0.0049 0.0012 0.0030
H -1.1575 4.3933 -0.3776 0.0003 0.0027 0.0008
H -3.0185 3.5325 -1.8143 -0.0019 -0.0005 -0.0007
H -3.5790 1.0863 -1.7498 0.0008 0.0009 -0.0061
O 1.2003 -2.7561 -0.1549 0.0687 0.0240 -0.0004
C 1.1555 -1.7293 -0.7977 -0.1581 -0.0406 0.0166
N 1.2931 -1.6235 -2.1647 0.0718 0.0086 0.0223
C 1.4090 -0.2330 -2.5719 0.0304 0.0013 0.0140
C 1.2798 0.4629 -1.1974 -0.1728 0.0829 -0.0468
O 1.3874 1.6750 -1.0355 0.0848 -0.0179 0.0029
N 0.9602 -0.4524 -0.2673 0.1147 0.0585 0.0841
C 2.7250 0.0147 -3.2879 -0.0144 -0.0325 -0.0586
C 2.8739 -0.5087 -4.5717 0.0007 0.0184 0.0002
C 4.0722 -0.3816 -5.2535 0.0141 0.0052 0.0019
C 5.1390 0.2836 -4.6626 -0.0054 -0.0096 -0.0171
C 4.9945 0.8151 -3.3918 -0.0003 0.0137 0.0394
C 3.7937 0.6819 -2.7041 -0.0153 -0.0283 -0.0094
C 0.2026 0.2431 -3.3838 -0.0123 -0.0361 0.0208
C 0.2355 1.4948 -3.9939 0.0027 0.0144 -0.0002
C -0.8776 1.9727 -4.6665 0.0126 -0.0019 0.0039
C -2.0353 1.2057 -4.7348 -0.0109 -0.0021 0.0103
C -2.0740 -0.0354 -4.1189 -0.0240 0.0135 -0.0199
C -0.9601 -0.5149 -3.4414 0.0424 0.0130 0.0116
H 1.7775 -2.3567 -2.6557 -0.0193 -0.0038 -0.0160
H 2.0351 -1.0084 -5.0439 -0.0005 0.0026 0.0050
H 4.1722 -0.7943 -6.2491 0.0011 -0.0007 -0.0006
H 6.0751 0.3909 -5.1951 0.0007 0.0013 0.0014
H 5.8188 1.3433 -2.9293 0.0013 0.0010 -0.0016
H 3.6825 1.1191 -1.7215 0.0009 0.0135 0.0186
H 1.1354 2.0946 -3.9354 -0.0016 -0.0014 0.0039
H -0.8407 2.9442 -5.1434 0.0022 -0.0003 -0.0014
H -2.9022 1.5768 -5.2672 -0.0017 0.0005 -0.0024
H -2.9744 -0.6355 -4.1489 0.0013 -0.0083 -0.0001
H -1.0016 -1.4759 -2.9471 -0.0104 -0.0086 0.0024
```
Forces are in eV/Å.